Record 1
Molecular formula: CH7NO2
Method: DFT, ωB97M-V/def2-TZVPD

Each line ends with the Löwdin spin population.
Geometry (Å):
1 N 0.00 0.84 -0.06  0.62
2 C -0.15 -0.27 -1.03  0.07
3 O -2.15 -0.33 0.60  0.13
4 H -0.08 -1.23 -0.49  0.03
5 H -0.70 0.55 0.70  0.01
6 H 0.61 -0.29 -1.84  0.00
7 H -1.16 -0.24 -1.48  0.01
8 H -2.87 -0.63 1.24  0.00
9 H 0.96 0.73 0.39  0.01
10 H 3.16 -0.11 0.59  0.00
11 O 2.28 -0.05 0.33  0.11

Results
2S+1: 2
Highest occupied orbital energy (alpha / beta) (hartree): -0.1545 / -0.1286
ΔE to the lowest compared entry with this formula, charge and spin (kcal per mole): 31.1
Frontier orbital gap (alpha / beta) (eV): 8.8 / 5.4
Strongest force on any atom (eV/Å): 3.32
Charge: -1

Record 2
Molecular formula: C26H28As2CoN3O2
Method: DFT, ωB97M-V/def2-TZVPD

Each line ends with the Löwdin spin population.
Geometry (Å):
1 Co 1.38 0.10 -1.22  2.71
2 C -3.52 0.46 7.22  0.00
3 O -4.69 0.52 6.40  0.02
4 C -4.63 1.08 5.21  0.03
5 C -5.85 1.15 4.51  0.00
6 C -5.90 1.74 3.28  0.02
7 C -4.71 2.24 2.70  0.04
8 C -3.50 2.18 3.40  0.02
9 C -3.45 1.61 4.64  0.01
10 N -4.87 2.86 1.47  0.17
11 N -3.97 3.28 0.76  0.27
12 C -2.73 2.91 0.40  0.07
13 C -1.83 3.93 0.04  0.06
14 C -0.56 3.67 -0.40  0.02
15 C -0.13 2.35 -0.58  0.10
16 O 1.02 2.02 -1.04  0.17
17 C -1.06 1.28 -0.27  0.04
18 N -0.60 0.03 -0.51  0.06
19 C -1.40 -1.00 -0.29  0.00
20 C -2.71 -0.84 0.17  0.01
21 C -3.19 0.42 0.42  0.00
22 C -2.35 1.53 0.22  0.03
23 H -3.83 -0.01 8.15  0.00
24 H -3.15 1.47 7.44  0.00
25 H -2.74 -0.13 6.74  0.00
26 H -6.74 0.75 4.98  0.00
27 H -6.82 1.84 2.74  0.00
28 H -2.60 2.62 2.98  0.00
29 H -2.52 1.59 5.19  0.00
30 H -2.18 4.96 0.13  0.00
31 H 0.13 4.48 -0.65  0.00
32 H -1.00 -1.98 -0.50  0.00
33 H -3.33 -1.72 0.31  0.00
34 H -4.21 0.55 0.76  0.00
35 C 1.23 -3.89 -1.11  0.01
36 As 2.28 -2.26 -1.07  0.04
37 C 3.37 -2.49 0.52  0.01
38 C 3.55 -2.49 -2.51  0.00
39 C 4.06 -3.75 -2.80  0.00
40 C 5.00 -3.92 -3.80  0.00
41 C 5.45 -2.82 -4.52  0.00
42 C 4.95 -1.55 -4.24  0.00
43 C 3.99 -1.38 -3.25  0.01
44 As 3.25 0.37 -2.89  0.05
45 C 4.65 1.63 -3.32  0.02
46 C 2.00 0.57 -4.39  0.01
47 H 1.87 -4.75 -0.92  0.00
48 H 0.75 -4.00 -2.08  0.00
49 H 0.47 -3.86 -0.32  0.00
50 H 3.96 -3.40 0.42  0.00
51 H 2.73 -2.57 1.39  0.00
52 H 4.04 -1.64 0.63  0.00
53 H 3.73 -4.62 -2.24  0.00
54 H 5.39 -4.90 -4.01  0.00
55 H 6.19 -2.94 -5.30  0.00
56 H 5.30 -0.71 -4.81  0.00
57 H 4.81 1.64 -4.40  0.00
58 H 5.56 1.35 -2.81  0.00
59 H 4.34 2.62 -2.99  0.00
60 H 2.51 0.34 -5.32  0.00
61 H 1.64 1.59 -4.41  0.00
62 H 1.16 -0.11 -4.28  0.00

Results
2S+1: 5
Highest occupied orbital energy (alpha / beta) (hartree): -0.4721 / -0.5064
ΔE to the lowest compared entry with this formula, charge and spin (kcal per mole): 11.8
Frontier orbital gap (alpha / beta) (eV): 6.3 / 6.6
Strongest force on any atom (eV/Å): 0.38
Charge: +2

Record 3
Molecular formula: C7H16N2O
Method: DFT, ωB97M-V/def2-TZVPD

Each line ends with the Löwdin charge.
Geometry (Å):
1 C -1.52 -0.91 0.78  -0.15
2 C -0.01 -1.10 0.30  -0.25
3 C 1.19 -1.03 1.49  -0.01
4 C 1.51 0.64 1.21  -0.24
5 C 2.17 1.05 -0.08  -0.25
6 C 1.46 0.42 -1.26  -0.15
7 C 0.16 -0.36 -0.96  -0.21
8 H -2.41 -0.94 -1.39  -0.03
9 H -3.24 -2.32 -0.49  0.19
10 H -1.89 -1.88 1.38  0.13
11 H -1.69 -0.11 1.44  0.06
12 H 0.19 -2.14 0.04  0.12
13 H 0.64 -1.02 2.39  0.07
14 H 1.94 -1.69 1.26  0.05
15 H 2.10 0.97 2.26  0.14
16 H 0.59 1.15 1.39  0.04
17 H 3.22 0.32 -0.04  0.16
18 H 2.34 2.27 0.01  0.16
19 H 1.33 1.20 -2.00  0.10
20 H 2.19 -0.41 -1.59  0.14
21 H -0.01 -0.98 -1.64  0.06
22 H -0.57 2.50 -0.73  0.19
23 H -1.85 1.66 0.36  0.06
24 N -2.58 -1.16 -0.45  -0.07
25 N -0.97 1.65 -0.06  -0.03
26 O -0.98 0.72 -1.00  -0.27

Results
Highest occupied orbital energy (hartree): -0.3146
ΔE to the lowest compared entry with this formula, charge and spin (kcal per mole): 236.2
Frontier orbital gap (eV): 9.4
Strongest force on any atom (eV/Å): 11.17

Record 4
Molecular formula: C5H9IN
Method: DFT, ωB97M-V/def2-TZVPD

Each line ends with the Löwdin charge.
Geometry (Å):
1 C -0.45 1.77 -0.70  -0.06
2 C 0.72 2.54 1.33  0.16
3 C -0.55 -1.64 -0.35  -0.77
4 C 0.40 -1.58 0.80  -0.16
5 C -0.28 -2.22 -1.51  -0.03
6 N 0.20 2.29 0.23  0.03
7 I -2.27 -0.44 -0.08  1.06
8 H -0.04 1.37 -1.69  0.16
9 H 1.40 3.37 1.39  0.13
10 H 0.52 1.85 2.10  0.10
11 H -0.07 -2.06 1.58  0.04
12 H 0.71 -0.54 1.17  0.08
13 H 1.35 -2.06 0.60  0.09
14 H -0.94 -2.19 -2.26  0.02
15 H 0.69 -2.66 -1.71  0.09
16 H -1.38 2.21 -0.88  0.05

Results
Highest occupied orbital energy (hartree): -0.4777
ΔE to the lowest compared entry with this formula, charge and spin (kcal per mole): 63.7
Frontier orbital gap (eV): 8.1
Strongest force on any atom (eV/Å): 3.51
Charge: +1

Record 5
Molecular formula: C5H10N2O
Method: DFT, ωB97M-V/def2-TZVPD

Each line ends with the Löwdin charge.
Geometry (Å):
1 N 1.16 -1.08 -0.44  0.06
2 C 0.68 -0.20 0.49  -0.45
3 C -0.54 -0.68 1.27  -0.05
4 N -1.41 -0.76 -0.06  -0.06
5 C -0.90 -0.01 -1.17  -0.20
6 C 0.04 0.85 -0.31  -0.50
7 O -0.88 1.76 0.19  -0.06
8 C 1.44 1.15 0.13  0.06
9 H 1.89 -1.52 -0.02  0.06
10 H 1.54 -0.58 -1.23  0.10
11 H -0.72 -1.62 1.88  0.11
12 H -0.99 0.01 2.11  0.13
13 H -1.49 -1.74 -0.38  0.12
14 H -1.56 0.88 -1.74  0.17
15 H -0.39 -0.54 -1.97  0.10
16 H -1.84 1.28 0.39  0.19
17 H 1.43 1.71 1.05  0.09
18 H 2.54 1.09 -0.17  0.13

Results
SMILES string: N[C@]12CNC[C@]1(O)C2
Highest occupied orbital energy (hartree): -0.2991
ΔE to the lowest compared entry with this formula, charge and spin (kcal per mole): 158.3
Frontier orbital gap (eV): 9.0
Strongest force on any atom (eV/Å): 4.51

Record 6
Molecular formula: C3H8S3
Method: DFT, ωB97M-V/def2-TZVPD

Each line ends with the Löwdin spin population.
Geometry (Å):
1 C -1.74 -1.37 0.07  0.00
2 C -0.21 -1.24 0.05  0.02
3 C 1.05 1.37 -1.59  1.21
4 S 0.59 -0.31 1.48  0.01
5 S -0.02 2.45 -0.89  0.31
6 S 2.67 1.35 -1.21  0.29
7 H -2.04 -0.38 -0.01  0.00
8 H -1.93 -1.85 -0.77  0.00
9 H -1.99 -1.91 0.90  0.00
10 H 0.39 -2.11 0.23  0.00
11 H 0.30 -0.73 -0.84  0.02
12 H -0.51 -0.17 2.23  0.00
13 H 0.50 2.56 0.44  0.07
14 H 2.93 2.33 -0.09  0.07

Results
2S+1: 3
Highest occupied orbital energy (alpha / beta) (hartree): -0.2550 / -0.3240
ΔE to the lowest compared entry with this formula, charge and spin (kcal per mole): 21.1
Frontier orbital gap (alpha / beta) (eV): 7.5 / 6.7
Strongest force on any atom (eV/Å): 4.82